Density functional theory data (the ωB97M-V functional and the def2-TZVPD basis) for C29H54N3O6RuS2Si4 as an isolated structure.

Geometry as XYZ:
```
99
Properties=species:S:1:pos:R:3:forces:R:3
Ru -0.00705 0.25028 0.94088 -0.4539 0.0057 -0.1216
C -0.50710 0.13399 -7.04941 0.0179 -0.0117 -0.0122
O -1.56478 0.93023 -6.54437 -0.0029 0.0034 0.0119
C -1.59027 1.17046 -5.21248 0.1000 -0.0663 -0.0243
C -2.66026 1.94500 -4.75585 -0.0845 0.0618 0.0319
C -2.74990 2.23465 -3.41586 -0.0057 0.0102 -0.0552
C -1.82493 1.74299 -2.48557 0.1053 -0.0689 -0.0089
C -2.01013 2.01853 -1.05107 -0.0413 0.0045 -0.2606
C -2.69150 3.29973 -0.64014 -0.0743 -0.0171 0.0342
O -1.65438 1.24411 -0.17553 0.3898 -0.0796 0.4107
C -0.74689 0.96772 -2.96303 -0.2025 0.0945 0.2574
O 0.21655 0.56131 -2.15056 0.1981 -0.0176 -0.4789
C -0.63351 0.69894 -4.32794 0.0040 0.0678 -0.0905
H -0.67552 0.05338 -8.11935 -0.0044 0.0043 0.0009
H -0.51504 -0.86435 -6.60493 -0.0104 0.0051 0.0067
H 0.46339 0.60261 -6.86884 -0.0077 0.0064 0.0021
H -3.38941 2.30186 -5.46987 -0.0015 0.0035 0.0201
H -3.57839 2.83905 -3.06732 0.0001 -0.0082 -0.0036
H -2.57815 4.08414 -1.38432 0.0175 0.0186 0.0132
H -2.27091 3.61015 0.31548 -0.0170 -0.0064 0.0027
H -3.75626 3.11235 -0.48147 0.0021 0.0061 -0.0177
H 0.21539 0.11545 -4.65366 0.0048 0.0045 0.0245
C 3.26930 -2.59963 -2.48477 0.0162 0.0586 0.0153
Si 2.81230 -0.99466 -1.59921 -0.0220 0.0179 0.0589
C 3.99813 -0.81476 -0.12933 -0.0370 0.0332 -0.0430
C 3.22540 0.44604 -2.75279 0.0160 -0.1063 0.0052
Si 0.50423 -0.74153 -1.04119 -0.1288 0.2834 0.2866
Si -0.98889 -2.47255 -1.75903 0.0178 -0.0176 0.0706
C -2.40120 -1.78711 -2.81716 0.0208 -0.0807 0.0679
C -1.80370 -3.33795 -0.29110 0.0143 0.0090 -0.0859
C -0.12472 -3.79729 -2.79675 -0.0341 0.0607 -0.0133
Si 1.69601 -4.23545 0.98826 0.0077 -0.0045 0.0106
C 1.36352 -5.92134 0.22294 0.0590 0.0506 0.0218
C 3.47708 -4.16302 1.61860 -0.0830 -0.0514 0.0072
C 0.47035 -3.81669 2.35584 0.0596 -0.0172 -0.1396
H 4.31739 -2.57451 -2.79862 -0.0097 -0.0042 0.0206
H 2.65669 -2.74717 -3.37637 0.0057 -0.0021 0.0114
H 3.12763 -3.47030 -1.83921 -0.0047 0.0112 -0.0044
H 5.02379 -0.78345 -0.50991 -0.0082 -0.0287 0.0117
H 3.93860 -1.63999 0.58330 -0.0013 0.0245 -0.0215
H 3.81915 0.12760 0.39787 -0.0291 -0.0205 -0.0307
H 4.30742 0.60557 -2.77906 -0.0053 0.0016 -0.0222
H 2.74078 1.36540 -2.42140 0.0256 -0.0087 0.0206
H 2.89274 0.24232 -3.77389 -0.0346 0.0139 0.0230
H -2.86145 -0.89753 -2.38254 0.0064 -0.0152 0.0082
H -3.17053 -2.56282 -2.88489 0.0074 0.0079 -0.0140
H -2.08187 -1.53943 -3.82947 0.0025 0.0272 0.0042
H -1.85026 -2.71644 0.60262 -0.0027 0.0147 -0.0138
H -1.27414 -4.25968 -0.04492 0.0355 -0.0167 0.0629
H -2.82595 -3.61791 -0.56195 0.0131 -0.0121 -0.0040
H 0.33095 -3.37518 -3.69613 -0.0196 0.0023 0.0110
H -0.84667 -4.55643 -3.11391 0.0063 0.0068 0.0210
H 0.66441 -4.29547 -2.22870 -0.0097 0.0115 -0.0042
H 2.02545 -6.12093 -0.62166 -0.0063 0.0113 0.0024
H 0.33326 -6.00568 -0.12360 0.0011 0.0033 -0.0132
H 1.53397 -6.70074 0.97357 -0.0129 0.0079 -0.0031
H 4.20261 -4.10564 0.80591 -0.0069 -0.0023 -0.0083
H 3.69746 -5.06501 2.19994 -0.0117 0.0136 0.0110
H 3.63128 -3.30283 2.27420 0.0124 -0.0060 -0.0148
H -0.37077 -4.51139 2.34456 0.0011 -0.0082 0.0066
H 0.05244 -2.82292 2.18334 -0.1046 -0.0545 0.1535
H 0.93165 -3.84853 3.34664 0.0142 0.0276 -0.0236
N 1.55720 -0.66932 2.05486 0.0178 0.0284 -0.0944
H 1.19416 -0.89519 2.97991 -0.0108 0.0311 -0.0158
H 2.36353 -0.06340 2.17262 -0.0172 -0.0088 -0.0101
H 1.90347 -1.52211 1.62618 -0.0589 -0.0076 -0.0490
S 1.24708 2.17375 0.34748 0.2657 -0.5399 -0.1110
C 1.96963 2.63488 1.82627 -0.1269 0.1002 0.1182
N 1.52537 2.20490 3.00605 0.3053 0.0911 -0.0614
C 2.10101 2.59967 4.28457 -0.0369 0.0575 -0.0351
C 3.56686 2.94681 4.09760 0.0090 -0.0166 0.0162
C 3.69225 3.97791 2.98891 0.0011 -0.0146 -0.0551
N 3.01588 3.47532 1.80027 -0.0205 0.0905 0.0502
H 0.75507 1.54170 3.01687 -0.1648 0.0270 0.1112
H 1.96132 1.77780 4.98510 0.0009 -0.0156 -0.0161
H 1.56013 3.46625 4.67825 -0.0030 -0.0195 0.0305
H 4.12713 2.04979 3.82413 0.0083 -0.0043 0.0047
H 3.98514 3.33503 5.02518 -0.0043 0.0182 0.0018
H 4.73723 4.15209 2.73570 -0.0006 0.0096 -0.0052
H 3.25995 4.93257 3.30386 -0.0088 -0.0044 0.0101
H 3.30395 3.77442 0.88385 0.0354 -0.0124 0.0106
C -5.36506 4.44042 2.48641 -0.0015 -0.0051 -0.0065
C -4.43890 3.27266 2.69462 0.0019 0.0108 0.0074
C -4.61995 2.07934 2.00252 0.0075 -0.0043 -0.0134
C -3.75328 1.01197 2.17676 -0.0148 -0.0286 0.0189
C -2.70035 1.12514 3.07098 -0.1291 -0.1797 0.0432
C -2.51065 2.29976 3.78296 0.0441 0.0478 -0.0188
C -3.37077 3.36881 3.58351 0.0050 -0.0235 -0.0112
S -1.67629 -0.29487 3.38434 -0.2438 -0.0121 0.1592
O -1.51582 -0.95693 2.06384 0.3876 0.0135 -0.1765
O -2.35354 -1.13462 4.33202 0.0698 0.1212 -0.0115
O -0.40096 0.27632 3.85332 -0.0214 -0.0020 -0.0926
H -6.15369 4.19683 1.77510 0.0029 -0.0004 0.0059
H -4.82129 5.30649 2.10366 -0.0028 -0.0020 0.0019
H -5.83734 4.73977 3.42351 0.0059 -0.0018 -0.0012
H -5.45026 1.98536 1.31113 0.0092 0.0027 0.0031
H -3.88309 0.09289 1.62015 -0.0100 -0.0001 0.0075
H -1.69262 2.37009 4.48832 -0.0063 -0.0003 -0.0106
H -3.21721 4.29016 4.13444 0.0010 -0.0081 -0.0008
```
Positions in Å, forces in eV/Å.

## Properties
Net charge: 0
Calculated total energy (eV): -103471.5626
Gap between HOMO and LUMO (alpha / beta) (eV): 6.9 / 6.4
Relative energy (zero: lowest compared OMol25 entry of this formula, charge and spin) (kcal per mole): 8.4
Multiplicity: 2